No. 1
# C21H30N2PrSi

A structure of composition C21H30N2PrSi in a non-equilibrium geometry (the ωB97M-V functional and the def2-TZVPD basis, OMol25).

The spin multiplicity is 3. The strongest force on any atom is 2.9 eV Å⁻¹. As for the net charge: +1. The HOMO-LUMO gap (alpha / beta) comes out at 0.1783 / 0.1806 hartree.

Last column: Mulliken spin population.
Atoms and positions in Å:
C  -0.824  0.254  2.180  -0.0001
C  0.439  0.905  2.133  -0.0146
C  0.237  2.293  2.422  -0.0067
H  1.408  0.445  1.942  -0.0003
C  -1.166  2.502  2.651  -0.0084
C  -1.820  1.227  2.506  -0.0005
H  -2.876  1.000  2.689  0.0003
H  -0.955  -0.820  2.050  0.0007
H  0.999  3.084  2.427  0.0012
H  -1.654  3.464  2.865  0.0006
Pr  -0.931  1.865  0.170  2.0515
C  1.908  0.306  -3.050  -0.0018
H  1.355  1.303  -2.948  0.0006
H  1.618  -0.229  -3.978  -0.0004
H  3.005  0.187  -3.001  0.0001
Si  1.497  -0.567  -1.409  -0.0122
C  1.475  -2.394  -1.032  -0.0015
C  1.520  -2.641  0.358  0.0008
H  1.800  -1.823  1.056  0.0003
C  1.114  -3.887  0.854  -0.0006
H  1.129  -4.054  1.937  0.0000
C  0.657  -4.852  -0.056  0.0004
H  0.326  -5.807  0.342  0.0000
C  0.593  -4.598  -1.435  -0.0004
H  0.190  -5.355  -2.117  0.0000
C  1.000  -3.355  -1.931  0.0009
H  0.886  -3.103  -2.976  0.0003
C  2.835  0.471  -0.478  -0.0038
C  3.865  -0.185  0.197  0.0000
H  4.016  -1.264  0.072  -0.0002
C  4.694  0.554  1.073  -0.0006
H  5.493  0.019  1.642  -0.0001
C  4.451  1.954  1.205  0.0000
H  5.130  2.537  1.850  0.0000
C  3.433  2.625  0.479  0.0003
H  3.254  3.724  0.593  -0.0002
C  2.653  1.864  -0.406  0.0024
H  1.890  2.381  -1.001  -0.0027
H  0.586  0.125  -0.263  0.0077
H  0.408  -0.982  -2.364  -0.0086
N  -2.248  -0.302  -0.381  -0.0056
C  -3.333  -0.222  -1.387  0.0003
C  -4.605  0.455  -0.885  -0.0003
C  -4.476  1.425  0.269  0.0009
N  -3.396  2.409  0.021  -0.0018
H  -1.501  -0.961  -0.627  0.0008
H  -2.587  -0.642  0.520  0.0005
H  -2.923  0.313  -2.250  0.0003
H  -3.516  -1.245  -1.728  -0.0004
H  -5.036  0.978  -1.744  0.0001
H  -5.352  -0.310  -0.633  0.0001
H  -5.410  1.966  0.418  0.0000
H  -4.272  0.912  1.203  0.0000
H  -3.369  3.107  0.775  0.0003
H  -3.612  2.942  -0.820  0.0003

Force components x, y, z for each atom (eV/Å):
C 0.150 0.555 0.798
C -0.080 0.628 0.808
C -0.488 -0.188 0.215
H -0.343 0.141 -0.055
C 0.133 -0.704 -0.045
C 0.507 0.034 0.461
H 0.572 0.251 -0.093
H -0.047 0.367 -0.011
H -0.320 -0.543 0.030
H 0.292 -0.544 0.032
Pr 1.245 -1.365 -1.987
C 1.015 -0.326 -0.273
H 1.403 -0.943 -0.477
H -0.382 0.417 0.700
H -0.065 1.661 -0.541
Si -0.352 0.551 -2.119
C 0.758 0.417 1.457
C -0.223 -0.404 -0.269
H -0.008 -0.731 -0.504
C -0.138 0.190 -0.349
H -0.061 -0.200 -0.487
C 0.103 0.148 0.468
H 0.023 0.061 -0.183
C 0.178 0.324 -0.051
H 0.227 0.243 0.323
C 0.015 -0.602 1.048
H 0.012 -0.035 -0.074
C -0.239 -0.795 0.015
C 0.484 1.019 0.782
H -0.117 0.439 0.091
C -0.422 0.512 -0.328
H -0.707 0.826 -0.504
C 0.454 -0.317 0.092
H -0.558 -0.319 -0.278
C 0.367 -0.329 0.011
H 0.419 -1.089 -0.107
C 0.526 -0.103 1.268
H 0.044 -0.199 -0.036
H -1.119 0.392 -0.186
H -2.790 0.122 0.638
N 0.284 0.296 0.944
C 0.927 -0.532 -0.091
C -0.507 -0.328 -0.474
C -0.082 0.226 0.036
N 0.172 0.687 0.259
H -0.182 0.118 -0.501
H -0.198 -0.014 -0.370
H -0.027 -0.035 0.073
H -0.376 0.253 -0.158
H -0.045 0.018 0.079
H 0.169 0.222 0.178
H -0.160 -0.162 -0.065
H 0.162 -0.044 0.014
H -0.414 -0.229 -0.177
H -0.193 -0.040 -0.030

***

No. 2
# C21H30N4O2

The molecule C21H30N4O2 (the ωB97M-V functional and the def2-TZVPD basis, OMol25).

As for the SMILES: CCCCN(C)CCNC(=O)CCn1nc(-c2ccc(C)cc2)ccc1=O. The relative energy (zero: lowest compared OMol25 entry of this formula, charge and spin) is 0.474 eV. The strongest force on any atom is 0.9 eV Å⁻¹. As for the net charge: 0. The HOMO-LUMO gap comes out at 0.2912 hartree.

Last column: natural (NBO) charge in e.
Atoms and positions in Å:
C  -3.953  -0.204  -6.063  -0.6080
C  -4.176  1.072  -5.259  -0.3871
C  -2.926  1.532  -4.509  -0.4027
C  -2.494  0.548  -3.419  -0.2201
N  -1.582  1.175  -2.476  -0.4466
C  -0.264  1.392  -3.034  -0.4196
C  -1.562  0.540  -1.177  -0.1993
C  -1.053  -0.915  -1.137  -0.2572
N  -0.973  -1.388  0.223  -0.6429
C  -1.645  -2.465  0.665  0.6776
O  -2.371  -3.136  -0.041  -0.6373
C  -1.420  -2.843  2.130  -0.5057
C  -1.078  -1.720  3.114  -0.2326
N  0.331  -1.368  3.109  -0.2011
N  0.676  -0.398  2.285  -0.2260
C  1.919  -0.024  2.165  0.1305
C  2.187  1.043  1.197  -0.0156
C  3.387  1.102  0.493  -0.1980
C  3.596  2.093  -0.447  -0.2139
C  2.623  3.051  -0.709  -0.0034
C  2.855  4.130  -1.719  -0.6310
C  1.429  2.993  0.003  -0.2075
C  1.211  2.005  0.941  -0.2056
C  2.936  -0.645  2.951  -0.1804
C  2.585  -1.627  3.810  -0.2367
C  1.210  -2.072  3.929  0.5795
O  0.805  -2.958  4.658  -0.6154
H  -3.119  -0.079  -6.750  0.1990
H  -3.739  -1.044  -5.408  0.2031
H  -4.841  -0.445  -6.643  0.2090
H  -4.486  1.869  -5.938  0.1996
H  -4.988  0.913  -4.545  0.1932
H  -2.117  1.676  -5.226  0.1913
H  -3.128  2.492  -4.030  0.2110
H  -2.045  -0.347  -3.880  0.1663
H  -3.380  0.235  -2.863  0.1963
H  -0.333  2.143  -3.820  0.1986
H  0.179  0.483  -3.468  0.1635
H  0.400  1.767  -2.258  0.2033
H  -0.924  1.145  -0.526  0.1885
H  -2.579  0.566  -0.775  0.1956
H  -0.059  -0.969  -1.596  0.1863
H  -1.732  -1.581  -1.673  0.2338
H  -0.390  -0.846  0.854  0.4155
H  -2.335  -3.337  2.460  0.2445
H  -0.629  -3.598  2.158  0.2407
H  -1.302  -2.067  4.126  0.2486
H  -1.653  -0.818  2.894  0.2201
H  4.150  0.356  0.658  0.2101
H  4.528  2.120  -0.993  0.2131
H  1.929  4.387  -2.229  0.2215
H  3.226  5.028  -1.223  0.2252
H  3.593  3.822  -2.456  0.2185
H  0.662  3.731  -0.184  0.2174
H  0.286  1.971  1.497  0.2280
H  3.958  -0.308  2.868  0.2272
H  3.304  -2.128  4.440  0.2369

Force components x, y, z for each atom (eV/Å):
C -0.160 0.166 0.109
C 0.267 -0.003 -0.124
C -0.242 -0.215 0.089
C 0.013 0.362 -0.122
N -0.010 -0.045 0.048
C -0.105 0.056 -0.061
C 0.068 -0.274 0.064
C -0.147 0.189 -0.275
N 0.192 0.432 -0.112
C 0.096 -0.079 0.439
O -0.248 -0.281 -0.160
C -0.097 0.016 -0.020
C -0.398 -0.357 0.116
N 0.284 -0.089 0.385
N 0.548 0.674 -0.376
C -0.474 -0.410 0.315
C 0.031 0.355 -0.292
C -0.167 -0.067 0.158
C -0.031 0.095 -0.046
C -0.009 -0.085 0.030
C 0.036 0.062 0.043
C 0.100 -0.030 -0.026
C 0.128 -0.050 0.109
C -0.179 -0.343 0.293
C 0.181 0.189 -0.181
C -0.026 0.162 -0.122
O 0.008 -0.247 0.160
H 0.104 -0.038 -0.092
H 0.045 -0.153 0.009
H -0.038 -0.105 -0.080
H -0.083 0.008 0.050
H -0.070 0.073 0.022
H 0.062 0.081 -0.049
H 0.080 0.031 0.024
H -0.064 -0.061 0.054
H -0.030 -0.082 0.004
H 0.126 0.021 -0.073
H 0.052 -0.020 -0.019
H 0.073 0.023 0.005
H -0.088 -0.020 0.049
H 0.050 -0.025 0.101
H -0.099 -0.045 -0.060
H 0.143 0.055 -0.011
H -0.189 -0.150 -0.046
H 0.053 0.010 -0.062
H -0.048 -0.023 0.030
H -0.004 0.122 -0.178
H 0.125 -0.028 0.078
H 0.086 -0.080 0.017
H 0.082 -0.002 -0.075
H -0.031 0.046 -0.078
H 0.022 0.090 -0.049
H 0.031 0.028 -0.079
H -0.094 0.076 -0.027
H -0.086 0.010 0.035
H 0.091 0.007 0.009
H 0.039 -0.030 0.050